Density functional theory data (ωB97M-V with the def2-TZVPD basis set) for a 2-piece molecular cluster, C16H20Cl3N3O overall.

Geometry as XYZ:
```
43
Properties=species:S:1:pos:R:3:forces:R:3
C 2.8289 -1.6503 0.8542 -0.3639 0.2965 0.1907
C 2.0910 -1.1286 -0.3470 -0.1631 0.1727 0.0574
O 1.0048 -1.5501 -0.6688 0.1861 -0.2211 -0.2114
N 2.7897 -0.1411 -1.1015 0.0397 -0.3490 -0.1070
C 2.6438 -0.3222 -2.5393 -0.1800 0.0182 -0.1114
C 2.4997 1.2200 -0.6333 0.0654 -0.1024 -0.0605
C 1.0467 1.6847 -0.8809 0.3774 0.1777 -0.0350
C 0.3990 2.3786 0.3293 0.0361 -0.2787 0.1479
C -0.9361 1.7503 0.7955 0.0227 0.3977 0.1034
C -1.7853 1.1741 -0.3035 0.1432 0.2007 0.0544
C -2.0938 1.9257 -1.4074 -0.1873 0.0245 -0.1459
C -2.8713 1.4130 -2.4648 0.0099 -0.1908 0.0539
C -3.3350 0.1293 -2.4145 -0.0315 0.1134 -0.1551
C -3.0394 -0.6791 -1.3025 0.1212 -0.0525 0.1183
N -3.4959 -1.9661 -1.2976 0.0835 -0.0024 0.2174
C -3.1861 -2.6765 -0.2513 0.0548 0.1275 -0.0051
C -2.4217 -2.1531 0.8262 0.0119 -0.0750 0.0122
N -1.9584 -0.9377 0.8453 -0.2438 0.0015 -0.2096
C -2.2614 -0.1572 -0.2352 -0.1264 -0.3216 -0.1598
H 3.4459 -2.4890 0.5319 0.0885 0.0260 -0.0331
H 2.1092 -1.9995 1.5909 0.0587 -0.0703 0.0061
H 3.4684 -0.8818 1.2835 0.1122 -0.0483 0.0014
H 2.7871 -1.3735 -2.7849 0.0160 -0.0035 0.0312
H 1.6663 -0.0294 -2.9343 -0.0221 0.0492 0.0145
H 3.4234 0.2462 -3.0464 -0.0135 0.1062 0.0211
H 3.2052 1.8783 -1.1425 0.0784 0.0522 0.1252
H 2.7202 1.2496 0.4358 0.0761 0.0295 0.0220
H 1.0439 2.3656 -1.7338 -0.0978 -0.0704 -0.0739
H 0.4775 0.8095 -1.1864 -0.1408 -0.0115 0.0807
H 1.0872 2.2922 1.1740 -0.0168 0.1166 0.0622
H 0.2909 3.4512 0.1662 -0.0899 -0.0165 -0.1786
H -1.5300 2.5241 1.2917 0.0499 -0.0021 0.0859
H -0.7231 1.0080 1.5572 -0.1164 -0.1783 -0.1611
H -1.7311 2.9435 -1.4850 0.0598 0.0232 0.0767
H -3.0918 2.0219 -3.3308 0.0253 0.1044 0.0296
H -3.9183 -0.2975 -3.2187 -0.0257 -0.0395 0.0190
H -3.5226 -3.7070 -0.2114 -0.0407 0.0106 -0.0396
H -2.2070 -2.7901 1.6787 0.0590 0.0164 0.0112
C 0.5710 -0.9728 4.7675 -0.0443 -0.0527 -0.0009
Cl -0.3076 -1.7175 6.1067 0.0036 0.0071 -0.0144
Cl 2.1118 -1.7983 4.4978 -0.0049 0.0119 0.0483
Cl -0.4015 -0.9496 3.2994 0.1258 -0.0066 0.1070
H 0.7917 0.0488 5.0463 0.0038 0.0097 0.0045
```
Forces are in eV/Å.

Structure (SMILES): CC(=O)N(C)CCCCc1cccc2nccnc12.ClC(Cl)Cl
Relative energy (zero: lowest compared OMol25 entry of this formula, charge and spin) in kJ/mol: 0.0
Kohn-Sham gap in eV: 8.78
Max |F| in eV/A: 0.5
Lowest unoccupied orbital energy in eV: -0.01


Density functional theory data (ωB97M-V with the def2-TZVPD basis set) for an isolated ion of composition C24H33N4O3S2 and charge +1 in a non-equilibrium geometry.

Geometry as XYZ:
```
66
Properties=species:S:1:pos:R:3:forces:R:3
C -3.1215 -3.9214 0.9001 -0.1237 0.1725 0.1360
H -3.3507 -4.7418 0.2261 -0.0087 -0.1153 -0.0840
H -3.0541 -4.3196 1.9083 0.0665 -0.0853 0.0783
H -2.1501 -3.5146 0.6290 0.1447 0.0127 -0.0326
C -4.2035 -2.8491 0.8252 0.0996 -0.1241 -0.2959
C -4.3181 -2.2926 -0.5954 -0.0773 0.0643 0.3070
C -5.4472 -1.2806 -0.7822 0.2413 -0.7209 -0.6499
N -5.4086 -0.1598 0.1743 0.6885 0.4581 0.1093
H -5.1356 -0.5099 1.0963 0.0813 0.0898 -0.0570
C -6.6911 0.5427 0.2692 -0.7496 0.5590 0.1149
H -6.9484 0.9307 -0.7156 -0.0008 -0.0872 0.0026
H -7.4787 -0.1266 0.6146 0.1660 -0.1006 -0.0391
H -6.5958 1.3801 0.9582 -0.0328 -0.1168 -0.0110
S -4.1470 1.2286 -0.3140 0.2297 -0.5611 0.3780
O -4.4112 2.1709 0.7132 0.2038 -0.0179 0.2922
O -4.5133 1.4690 -1.6619 0.1945 -0.2021 -0.2987
C -2.5858 0.4349 -0.1208 -0.7795 0.5555 -0.1812
C -1.8815 0.0406 -1.2480 0.1485 -0.0577 -0.1827
C -0.6927 -0.6390 -1.0775 -0.1725 -0.0575 0.1379
C -0.2103 -0.8941 0.2096 -1.0086 -0.3730 -0.0824
C -0.9493 -0.5002 1.3281 -0.1230 -0.1274 -0.1422
C -2.1337 0.1887 1.1651 0.1414 -0.0836 0.2182
H -2.7029 0.5406 2.0110 -0.0122 0.0077 0.1990
H -0.5834 -0.7247 2.3173 0.0325 0.0047 0.1215
C 0.9269 -1.8619 0.3885 -0.0897 0.0308 0.0406
O 0.6895 -3.0450 0.4939 -0.0547 0.0537 -0.0467
N 2.1909 -1.3447 0.4242 -0.0100 -0.4693 0.0434
C 2.3888 0.0060 0.3172 0.3646 1.1696 -0.0527
N 1.4162 0.8414 0.2271 0.1160 -0.3837 0.0865
C 1.8556 2.1321 0.1441 0.9039 0.5464 -0.0228
C 1.0600 3.2687 0.0386 0.0686 -0.1112 0.0128
C 1.6711 4.5003 -0.0323 0.0125 -0.0605 0.0035
C 3.0641 4.6418 -0.0012 0.0698 -0.1711 0.0172
C 3.8631 3.5141 0.1044 -0.0230 0.1228 -0.0124
C 3.2572 2.2734 0.1754 -0.4443 -0.2050 -0.0016
S 4.0058 0.7040 0.3133 -0.3704 -0.0131 0.0063
H 4.9382 3.5984 0.1309 0.1367 0.0915 -0.0018
C 3.6717 6.0056 -0.0823 -0.0243 0.0832 -0.0113
H 3.3857 6.4907 -1.0143 0.0404 0.0843 -0.0474
H 3.3133 6.6275 0.7366 0.0371 0.0904 0.0380
H 4.7556 5.9562 -0.0340 0.0740 0.0598 -0.0010
H 1.0635 5.3890 -0.1139 -0.0775 0.1104 -0.0100
H -0.0137 3.1651 0.0163 -0.1412 0.0216 -0.0038
C 3.3197 -2.2517 0.5133 0.4311 -0.5067 -0.3036
H 4.0976 -1.7853 1.1208 -0.0982 -0.0680 0.0904
H 2.9649 -3.1617 1.0005 0.1139 0.1755 0.0531
C 3.8650 -2.5904 -0.8984 -0.1543 0.1005 0.1475
N 5.0524 -3.3971 -0.9330 0.0277 -0.0228 -0.0282
C 6.2387 -2.7474 -0.4198 -0.0532 -0.0609 -0.0730
H 6.2545 -2.6664 0.6768 0.0391 0.0238 0.0590
H 7.1082 -3.3266 -0.7273 0.1003 0.0471 0.0560
H 6.3198 -1.7499 -0.8478 0.0651 0.0793 -0.0150
C 4.8861 -4.7330 -0.4025 0.0454 0.0517 -0.0764
H 3.9830 -5.1764 -0.8170 -0.0507 -0.0891 0.0017
H 5.7399 -5.3350 -0.7103 -0.0038 -0.1044 0.0574
H 4.8250 -4.7607 0.6948 -0.0136 -0.0486 0.0538
H 3.0794 -3.1189 -1.4473 -0.0429 0.1000 0.0064
H 4.0816 -1.6549 -1.4237 -0.1019 -0.0252 -0.0211
H -0.1290 -0.9668 -1.9365 0.0596 -0.0130 -0.1095
H -2.2771 0.2610 -2.2266 0.0172 -0.0325 -0.1681
H -6.4070 -1.7930 -0.6644 0.0265 0.2078 0.0716
H -5.4115 -0.8436 -1.7833 -0.1440 0.0030 0.0836
H -3.3609 -1.8668 -0.8911 -0.0452 -0.1079 -0.0574
H -4.5220 -3.1221 -1.2747 -0.0152 0.0510 -0.0761
H -3.9418 -2.0538 1.5314 -0.0459 0.0181 0.0937
H -5.1595 -3.2795 1.1314 -0.0949 0.0771 0.0796
```
Forces are in eV/Å.

Structure (SMILES): CCCC[N@H+](C)S(=O)(=O)c1ccc(C(=O)N(CCN(C)C)c2nc3ccc(C)cc3s2)cc1
Relative energy (zero: lowest compared OMol25 entry of this formula, charge and spin) in kJ/mol: 112.0
Net charge: +1
Kohn-Sham gap in eV: 6.83
Max |F| in eV/A: 1.2
Lowest unoccupied orbital energy in eV: -3.42


Density functional theory data (ωB97M-V with the def2-TZVPD basis set) for C25H46Cl2IrN2O4S3Si as an isolated structure in a non-equilibrium geometry.

Geometry as XYZ:
```
84
Properties=species:S:1:pos:R:3:forces:R:3
Ir 0.4786 -2.4671 0.8205 -1.1832 -0.7642 0.4871
Cl 1.6846 -2.3930 4.3712 0.0169 -0.0379 -0.0348
C 0.0266 -2.9539 4.3991 0.0150 0.0288 0.0550
Cl -0.4637 -3.7912 2.8821 0.0662 0.1482 -0.0045
H -0.6429 -2.1117 4.5230 0.0096 0.0280 -0.0311
H -0.0773 -3.6908 5.1856 -0.0962 -0.0133 -0.0041
C -0.3356 -5.3995 -1.7189 -0.0253 0.0126 0.0158
N -1.3909 -4.4747 -2.1164 -0.1278 -0.0673 0.0368
C -2.3550 -5.0260 -3.0680 0.0236 -0.0087 -0.0104
C -1.7167 -3.4832 -1.2556 0.1091 0.0680 -0.0482
O -1.2794 -3.5217 -0.0624 0.1690 -0.1405 0.0162
N -2.4764 -2.4533 -1.6624 -0.0428 0.0136 -0.0299
C -2.6891 -2.0988 -3.0585 0.0021 0.0330 0.0167
C -3.0491 -1.5211 -0.6946 0.0199 -0.0446 -0.0106
H 0.0142 -5.9147 -2.6116 0.0009 0.0050 0.0034
H -0.6960 -6.1370 -0.9972 -0.0059 0.0032 -0.0083
H 0.4977 -4.8539 -1.2864 0.0218 0.0163 -0.0061
H -2.4677 -6.0921 -2.8675 -0.0112 0.0020 0.0147
H -2.0224 -4.9048 -4.0995 0.0036 0.0051 0.0004
H -3.3286 -4.5605 -2.9467 0.0076 0.0125 -0.0017
H -2.0188 -2.6540 -3.7055 0.0282 0.0129 0.0153
H -2.4723 -1.0366 -3.1739 -0.0033 0.0071 0.0043
H -3.7220 -2.2728 -3.3661 0.0081 -0.0248 -0.0114
H -2.6410 -1.7062 0.2921 -0.0190 -0.0240 0.0163
H -4.1346 -1.6358 -0.6612 0.0001 0.0356 -0.0417
H -2.8031 -0.4999 -0.9895 0.0326 0.0049 0.0183
S 2.9907 -4.5863 1.1650 0.3195 0.0876 0.1835
C 1.9576 -3.4632 1.0695 0.0677 0.0382 -0.1968
C -3.7590 2.5111 0.7645 0.0183 -0.0051 -0.0434
C -2.7208 2.7921 1.8404 -0.0461 0.0306 -0.0803
C -2.0138 4.1151 1.5842 0.0366 -0.0173 0.0036
C -3.3437 2.7715 3.2247 0.0304 -0.0528 0.0429
O -1.7636 1.7061 1.8169 0.0580 -0.0585 0.1747
Si -0.4016 1.4264 1.0015 0.2678 -0.0355 -0.3096
S -0.2353 -0.6051 1.8241 0.1710 0.2666 0.4835
O -0.6555 1.4741 -0.5931 0.0471 -0.0467 0.0585
C 0.0230 2.0429 -1.7455 -0.0058 0.0600 0.0613
C 1.5341 1.9183 -1.6174 -0.0230 -0.0212 0.0523
C -0.3797 3.5056 -1.8466 -0.0372 0.0162 0.0277
C -0.4930 1.2570 -2.9398 -0.0107 -0.0210 -0.0190
O 0.8809 2.3264 1.3669 -0.0065 0.0534 0.0204
C 1.7500 2.4787 2.5131 -0.0018 -0.0095 0.0426
C 0.9670 2.3010 3.8067 -0.0331 -0.0210 -0.0188
C 2.3100 3.8882 2.4173 -0.0033 0.0210 -0.0391
C 2.8600 1.4435 2.3943 -0.0064 -0.0379 -0.0170
H -4.5095 3.3025 0.7439 -0.0052 -0.0160 0.0080
H -4.2584 1.5610 0.9613 0.0002 0.0124 0.0043
H -3.2811 2.4591 -0.2159 -0.0068 0.0030 0.0135
H -2.7212 4.9400 1.6750 0.0025 -0.0057 -0.0052
H -1.5893 4.1417 0.5797 -0.0072 0.0037 0.0167
H -1.2103 4.2691 2.3061 -0.0205 0.0105 0.0054
H -4.1009 3.5514 3.3126 0.0009 -0.0115 -0.0044
H -2.5808 2.9390 3.9865 -0.0109 0.0138 -0.0072
H -3.8115 1.8046 3.4133 -0.0090 0.0135 -0.0037
H 1.9082 2.5487 -0.8131 -0.0001 0.0209 -0.0261
H 2.0078 2.2238 -2.5516 -0.0054 -0.0112 0.0021
H 1.8174 0.8890 -1.4071 0.0121 0.0212 -0.0202
H -0.0077 4.0604 -0.9835 0.0241 0.0027 -0.0251
H -1.4663 3.6007 -1.8867 0.0071 0.0079 -0.0191
H 0.0408 3.9541 -2.7479 0.0005 -0.0094 0.0069
H -0.3005 0.1928 -2.7958 0.0208 0.0149 -0.0056
H 0.0047 1.5837 -3.8539 -0.0251 0.0146 0.0009
H -1.5679 1.4108 -3.0570 0.0039 -0.0116 0.0089
H 0.1292 2.9987 3.8470 0.0219 0.0126 0.0169
H 1.6180 2.4927 4.6605 -0.0084 0.0019 -0.0019
H 0.5763 1.2857 3.8965 0.0063 0.0038 -0.0030
H 1.5076 4.6233 2.4939 0.0049 -0.0075 -0.0029
H 2.8180 4.0296 1.4624 0.0077 -0.0064 0.0133
H 3.0235 4.0678 3.2222 -0.0056 0.0053 -0.0055
H 2.4549 0.4320 2.4757 -0.0055 0.0057 -0.0029
H 3.5936 1.5853 3.1894 -0.0019 -0.0079 -0.0084
H 3.3639 1.5401 1.4310 0.0077 0.0132 0.0108
S 0.9885 -1.7930 -1.1962 0.1645 0.2192 -0.9057
C 2.6917 -1.4635 -1.5394 0.0383 0.0729 -0.0275
C 2.9428 -1.1590 -2.8785 0.0389 -0.0909 -0.0161
C 4.2321 -0.8775 -3.2956 -0.0179 -0.0012 -0.0091
C 5.2803 -0.8936 -2.3852 0.0215 0.0188 0.0381
C 5.0274 -1.1851 -1.0530 -0.0046 0.0455 -0.0309
C 3.7368 -1.4624 -0.6247 -0.1089 0.0759 0.0695
H 2.1262 -1.1505 -3.5914 0.0036 0.0217 0.0096
H 4.4169 -0.6408 -4.3352 0.0035 -0.0131 0.0050
H 6.2868 -0.6687 -2.7112 -0.0018 -0.0204 0.0004
H 5.8369 -1.1914 -0.3348 -0.0019 0.0124 -0.0016
H 3.5483 -1.6514 0.4222 -0.0064 0.0064 0.0173
```
Forces are in eV/Å.

Relative energy (zero: lowest compared OMol25 entry of this formula, charge and spin) in kJ/mol: 30.2
Net charge: +1
Kohn-Sham gap (alpha / beta) in eV: 5.80 / 5.80
Max |F| in eV/A: 1.5
Lowest unoccupied orbital energy (alpha / beta) in eV: -4.57 / -4.57


Density functional theory data (ωB97M-V with the def2-TZVPD basis set) for C17H23BrN2O4S as an isolated structure in a non-equilibrium geometry.

Geometry as XYZ:
```
48
Properties=species:S:1:pos:R:3:forces:R:3
C -0.2695 -0.9446 5.6170 -1.4316 7.5206 -0.9320
C -0.5880 -0.4331 4.0997 -0.7001 -1.3648 3.4184
O -0.3140 0.9328 3.9595 -0.8372 -1.8259 6.5899
C -0.5073 1.4922 2.7891 -0.4152 -1.5133 -2.8242
C -1.9865 1.6809 2.3288 2.2549 -10.0375 2.1132
C -2.1463 2.3184 1.1246 -3.8476 -12.2103 -4.4340
N -1.4205 1.7915 0.0516 10.4807 4.5858 -0.5320
S -1.5757 0.4968 -0.6984 -2.9279 -4.5545 -1.5375
O -3.0061 0.4601 -0.8115 -1.5236 0.1210 -1.2094
O -1.1261 -0.6923 -0.0781 2.0656 -1.6288 1.1947
C -0.8237 0.4109 -2.3769 -7.7190 5.1740 2.7756
C 0.3321 -0.0436 -2.7517 -1.4313 0.1196 -2.9697
C 0.3514 0.0611 -4.1707 9.5101 -7.8384 3.1931
C -0.3330 0.4081 -5.1658 -4.9558 5.7320 -4.1028
C -1.4402 1.2685 -4.6239 -1.7832 -2.8642 2.0620
C -1.8984 1.0600 -3.2243 2.6727 1.8548 -3.4673
H -2.8964 1.6550 -2.9217 2.7930 -1.9174 -0.2071
Br -2.7186 1.9835 -5.8260 0.2183 0.2335 -0.0608
H -0.0739 0.4527 -6.3068 -0.5137 -0.5499 2.5394
C 1.6563 -1.0801 -4.4124 0.3656 7.8452 6.6819
H 1.5877 -1.6500 -5.1347 -1.6278 -6.0487 -6.7807
H 2.5218 -0.5146 -4.6596 0.7146 1.1565 -0.4631
C 1.9947 -1.6653 -3.0598 -4.1791 -0.4434 -0.2946
N 1.1164 -0.9120 -2.0671 4.0042 0.7794 0.0964
C 1.8036 -0.2832 -0.8692 -8.0006 -0.0966 -1.3097
O 1.2004 0.6744 -0.4192 1.9816 1.6487 -0.2632
C 2.1827 -1.3100 -0.0595 8.7170 -3.7615 -2.3826
C 1.7607 -2.0621 1.0143 -11.5363 -0.4302 4.1684
C 2.6867 -1.1631 1.3838 3.9389 4.9145 0.1017
H 3.6246 -1.5033 1.6221 2.3942 -0.8471 0.1437
H 2.6564 -0.0894 1.6036 -1.1925 -0.5765 0.8166
H 0.6701 -1.5510 1.3081 2.1138 -2.1207 -0.5089
H 1.7828 -3.0970 1.2356 0.2979 -0.8292 -0.5676
H 2.8624 -1.9933 -0.6322 -0.1631 0.6446 0.1430
H 2.9426 -1.5098 -2.7218 2.7988 0.0309 0.3346
H 1.7070 -2.7215 -3.0825 0.2224 0.0568 0.5660
H -0.1588 2.0258 0.1015 -4.8947 -0.9935 -0.0653
H -1.9170 3.1293 1.2522 4.2588 16.0776 1.5557
H -3.0620 2.2522 0.6978 -3.6708 0.2421 -0.3061
H -2.1578 0.2751 2.1158 -0.1806 4.0489 0.2763
H -2.7507 1.7626 3.0195 -1.0372 0.9916 1.9331
H 0.1172 0.6151 2.2498 -1.1191 3.0627 -1.4886
H -0.1400 2.4503 3.0097 1.5130 1.6747 -1.0818
H -1.7035 -0.6996 4.0952 1.6720 0.1914 -1.4387
H 0.2233 -0.9742 3.6148 -0.8474 -0.4666 -1.4117
H 0.7388 -0.5519 5.7647 -0.0016 -0.6911 0.6777
H -0.4763 -1.9185 5.7351 -0.2882 -3.5423 0.3353
H -1.0291 -0.2936 6.2799 1.8366 -1.5545 -1.0770
```
Forces are in eV/Å.

Relative energy (zero: lowest compared OMol25 entry of this formula, charge and spin) in kJ/mol: 1728.1
Kohn-Sham gap in eV: 8.26
Max |F| in eV/A: 16.7
Lowest unoccupied orbital energy in eV: -0.33